1.
{"formula": "CH2IO3S", "method": "ωB97M-V/def2-TZVPD", "charge": -1, "orbital_gap_ev": 6.7332, "e_lumo_ev": 2.71, "e_above_lowest_ev": 2.122, "homo_energy_ha": -0.148, "species": ["O", "C", "S", "I", "H", "O", "O", "H"], "coordinates": [[1.26, 0.26, 1.29], [-0.88, -0.79, -0.11], [1.20, 1.29, 0.21], [-2.89, -0.28, 0.14], [-0.75, -1.56, -0.84], [2.41, 1.28, -0.63], [-0.05, 0.63, -0.88], [-0.31, -0.82, 0.81]]}


2.
{"formula": "CHBr3ClCu", "method": "ωB97M-V/def2-TZVPD", "spin_multiplicity": 3, "orbital_gap_ev": [8.3434, 5.9060], "e_lumo_ev": [-0.42, -4.34], "e_above_lowest_ev": 0.029, "homo_energy_ha": [-0.322, -0.377], "species": ["Br", "Br", "Cu", "C", "Cl", "H", "Br"], "coordinates": [[-2.31, 0.86, -0.84], [0.10, -0.15, -2.84], [2.31, 1.98, 3.05], [-0.63, -0.26, -1.00], [1.31, -0.36, 2.36], [0.10, 0.13, -0.28], [-0.87, -2.20, -0.46]]}


3.
{"formula": "C2H5F2N3", "method": "ωB97M-V/def2-TZVPD", "charge": 2, "orbital_gap_ev": [6.9250, 6.9326], "e_lumo_ev": [-13.24, -13.24], "e_above_lowest_ev": 4.825, "homo_energy_ha": [-0.741, -0.741], "species": ["H", "N", "F", "F", "N", "H", "C", "H", "H", "C", "H", "N"], "coordinates": [[-0.65, 2.32, -2.68], [-0.81, 2.64, -1.74], [-0.67, 2.04, 0.52], [0.64, 0.03, 0.51], [0.25, -2.21, 0.57], [0.16, -3.08, 0.06], [-0.03, -1.01, 0.01], [-1.82, -1.01, -1.36], [-0.88, 3.76, -1.58], [-0.82, 1.91, -0.70], [0.97, -2.04, 1.23], [-0.88, -0.62, -0.93]]}


4.
{"formula": "C24H55N5O10", "method": "ωB97M-V/def2-TZVPD", "orbital_gap_ev": 3.8981, "e_lumo_ev": -1.80, "homo_energy_ha": -0.209, "species": ["H", "H", "H", "C", "H", "H", "C", "H", "H", "O", "C", "H", "H", "H", "O", "C", "O", "C", "O", "H", "H", "C", "C", "H", "H", "C", "H", "H", "C", "H", "C", "C", "H", "C", "H", "H", "H", "H", "H", "N", "C", "H", "O", "H", "C", "H", "H", "O", "C", "H", "H", "C", "H", "H", "C", "H", "N", "H", "C", "O", "C", "N", "O", "C", "H", "H", "H", "O", "H", "H", "H", "C", "H", "H", "H", "H", "H", "H", "H", "H", "H", "H", "C", "O", "H", "C", "N", "H", "C", "H", "N", "H", "H", "H"], "coordinates": [[0.47, 7.12, 5.96], [-5.25, 3.34, -1.19], [1.87, -0.19, -1.73], [0.48, -4.64, 3.59], [0.96, -0.28, -0.39], [-2.40, -4.77, 0.65], [-4.58, 3.01, -1.98], [6.91, 0.44, -6.60], [-3.62, 3.31, -1.54], [3.09, 10.57, 2.23], [0.87, -7.27, -4.16], [-4.48, 1.00, -1.31], [0.25, 0.15, -1.83], [7.21, 1.89, -5.78], [5.98, 0.85, -3.57], [-4.80, 1.53, -2.21], [4.78, 6.62, 0.07], [-0.58, 3.25, 4.87], [-6.34, -0.22, -3.15], [1.31, 11.24, 1.07], [4.43, 5.89, -0.46], [2.83, -8.65, -3.29], [-4.29, -4.89, 2.51], [0.11, 5.13, 3.92], [5.11, -9.75, -1.03], [-0.98, 2.72, 6.27], [0.81, -5.40, 2.88], [2.90, -7.05, -1.66], [6.28, 0.20, -4.58], [0.78, 4.77, 5.55], [1.66, -7.70, -2.93], [3.96, 8.56, 1.18], [0.39, -5.14, 4.56], [-0.10, 4.73, 4.91], [0.71, -1.40, -1.47], [-3.37, 2.18, -3.52], [8.27, 0.55, -5.45], [-1.79, 3.36, 6.64], [-3.30, -3.05, 2.83], [-3.87, 1.31, -3.38], [3.91, 7.63, 0.18], [-4.45, 1.20, -4.20], [2.78, 6.91, -1.84], [2.49, -9.59, -3.73], [2.91, 7.68, -0.90], [-1.48, 3.31, 4.26], [4.64, 8.36, 1.99], [1.18, 10.80, 0.22], [-6.24, 1.15, -2.64], [-4.02, -5.92, 2.26], [-7.45, -1.58, -3.93], [-1.85, -4.87, 3.20], [1.13, 2.29, 4.88], [-8.47, -0.53, -2.96], [4.78, -9.52, -2.04], [-0.67, 6.78, 7.26], [0.95, -0.43, -1.39], [-0.10, 2.74, 6.91], [2.04, 9.81, 0.18], [-1.04, 5.61, 5.50], [-0.55, 6.79, 6.18], [-2.55, -3.89, 1.11], [-0.79, -3.97, 3.27], [7.22, 0.81, -5.63], [-5.06, -4.52, 1.84], [0.97, -8.24, -2.29], [-1.18, 7.59, 5.80], [3.51, -8.94, -2.09], [1.38, -7.21, -5.12], [-6.63, 1.93, -3.30], [1.19, 8.88, -1.53], [3.06, 9.72, 1.28], [-1.52, -5.73, 2.63], [-6.95, 1.12, -1.82], [0.41, -6.30, -3.97], [-4.81, 3.61, -2.86], [-2.21, -5.18, 4.18], [1.14, -3.79, 3.76], [0.07, -7.95, -4.42], [5.47, -8.82, -2.52], [2.92, -6.19, -2.97], [-1.27, 1.67, 6.31], [-3.01, -4.04, 2.47], [5.80, -0.89, -4.90], [-4.58, -5.04, 3.55], [1.95, 8.84, -0.77], [0.33, 2.31, 4.27], [4.85, -10.44, -2.63], [-7.60, -0.54, -3.62], [-7.82, 0.10, -4.47], [2.28, -6.55, -2.28], [-3.23, -3.35, 0.60], [-0.09, 1.39, 4.30], [3.56, -8.32, -4.03]]}


5.
{"formula": "C35H51N4O4SiTi", "method": "ωB97M-V/def2-TZVPD", "charge": 1, "orbital_gap_ev": 7.3052, "e_lumo_ev": -3.63, "homo_energy_ha": -0.402, "species": ["N", "H", "C", "C", "H", "C", "C", "H", "C", "C", "H", "N", "H", "H", "H", "H", "C", "H", "H", "H", "H", "Ti", "C", "C", "H", "C", "H", "N", "H", "H", "H", "C", "H", "C", "C", "H", "H", "H", "C", "C", "H", "H", "H", "C", "H", "C", "H", "H", "C", "H", "O", "H", "O", "C", "C", "H", "C", "H", "O", "C", "H", "O", "C", "H", "H", "C", "C", "H", "C", "N", "C", "H", "H", "H", "H", "H", "C", "C", "H", "H", "H", "C", "Si", "C", "C", "C", "H", "H", "H", "C", "H", "H", "H", "C", "H", "H"], "coordinates": [[0.34, 1.65, 0.05], [4.63, 2.45, 1.10], [2.58, 0.41, -2.27], [-1.04, -6.55, -1.66], [2.98, -2.29, -1.56], [5.03, 0.37, 2.83], [3.96, -2.24, 0.40], [3.65, -3.83, -1.03], [4.55, -3.34, 1.28], [-0.10, -6.08, -0.75], [-2.07, -1.62, 2.02], [-1.35, 0.29, 1.53], [2.15, -3.23, -0.32], [-0.51, -0.77, -2.85], [0.84, -0.19, 3.49], [-1.15, -0.83, 3.32], [3.20, -2.61, 4.05], [0.38, 5.02, 3.18], [0.86, -0.58, -3.97], [3.78, -4.03, 1.62], [-2.71, -6.01, -2.88], [0.55, -0.20, 0.18], [-0.06, -4.75, -0.37], [0.11, 2.28, -1.15], [5.06, -2.93, 2.14], [2.14, -1.92, 3.17], [3.12, -0.37, -1.73], [1.13, 0.27, -2.04], [1.02, 4.13, 0.97], [4.78, -0.10, 3.78], [-2.63, -3.61, -2.23], [1.13, -3.00, 2.76], [-0.99, 3.67, 4.71], [4.13, 1.52, 0.80], [-0.86, -2.39, -0.67], [4.08, -2.00, 4.19], [5.59, 1.28, 3.06], [2.81, 0.33, -3.34], [3.77, 0.71, 2.04], [5.16, -1.58, -0.30], [1.86, 1.64, 2.57], [-0.90, 4.06, -0.49], [-2.81, -0.31, 2.95], [0.35, 2.10, -3.56], [-0.39, 3.75, -4.71], [-0.86, 1.53, 2.10], [-3.26, 1.17, 1.25], [2.91, 1.32, 3.95], [-0.03, 2.28, 1.24], [5.67, -2.32, -0.90], [1.67, -6.51, 0.61], [4.87, -0.76, -0.96], [0.91, -8.12, -0.60], [-1.96, -5.66, -2.18], [0.51, 1.56, -2.30], [0.68, 1.56, -4.43], [-0.26, 3.33, -3.72], [0.74, -3.50, 3.64], [-1.70, -1.59, -1.07], [-0.53, 3.51, -1.34], [0.97, -1.74, -2.64], [0.20, -1.96, -0.07], [-1.92, -4.32, -1.83], [-2.94, -0.26, 0.24], [0.68, -4.44, 0.36], [-0.96, -3.86, -0.94], [-1.87, -0.67, 2.52], [-1.03, -7.59, -1.93], [-2.50, 0.65, 0.66], [0.90, -6.98, -0.20], [-0.71, 4.03, -2.61], [2.13, -0.38, 4.68], [-2.19, 1.30, -0.16], [5.28, -3.92, 0.71], [3.27, 2.64, 2.88], [3.50, -3.57, 3.66], [-1.20, 2.04, 3.35], [0.39, 3.56, 1.63], [3.23, 1.79, 0.25], [2.77, -2.79, 5.04], [0.30, -2.56, 2.20], [-0.74, 3.29, 3.73], [2.78, -0.95, 1.49], [0.03, 4.05, 2.87], [3.13, -2.93, -0.69], [0.58, -0.76, -2.92], [0.74, -1.44, 4.75], [2.92, 1.38, -1.92], [5.88, -1.20, 0.43], [2.90, 1.62, 2.91], [5.68, -0.29, 2.28], [-1.82, 1.47, 4.02], [-1.21, 4.97, -2.74], [1.41, -0.92, 4.07], [4.82, 0.99, 0.15], [1.61, -3.76, 2.14]]}


6.
{"formula": "C33H88O33S11", "method": "ωB97M-V/def2-TZVPD", "orbital_gap_ev": 10.8896, "smiles": "CCOS(C)(=O)=O.CCOS(C)(=O)=O.CCOS(C)(=O)=O.CCOS(C)(=O)=O.CCOS(C)(=O)=O.CCOS(C)(=O)=O.CCOS(C)(=O)=O.CCOS(C)(=O)=O.CCOS(C)(=O)=O.CCOS(C)(=O)=O.CCOS(C)(=O)=O", "e_lumo_ev": 0.11, "e_above_lowest_ev": 8.016, "homo_energy_ha": -0.396, "species": ["S", "H", "C", "C", "H", "H", "O", "H", "H", "H", "H", "O", "C", "H", "O", "H", "C", "C", "H", "C", "C", "O", "H", "H", "S", "H", "H", "H", "O", "O", "S", "O", "H", "H", "H", "O", "H", "H", "C", "H", "H", "H", "H", "H", "H", "H", "H", "O", "C", "H", "O", "H", "C", "H", "C", "H", "H", "O", "C", "H", "H", "H", "H", "C", "O", "H", "H", "H", "O", "H", "H", "H", "C", "H", "S", "C", "H", "H", "H", "O", "O", "H", "H", "H", "O", "O", "C", "C", "H", "O", "O", "C", "O", "H", "H", "O", "H", "O", "S", "H", "H", "C", "H", "C", "H", "S", "H", "C", "H", "C", "H", "H", "C", "H", "S", "O", "H", "H", "H", "O", "H", "O", "C", "C", "H", "C", "C", "H", "H", "H", "C", "C", "O", "H", "H", "O", "S", "H", "O", "O", "H", "O", "C", "H", "O", "H", "H", "S", "C", "H", "H", "S", "O", "H", "C", "H", "O", "H", "H", "H", "H", "C", "S", "H", "H"], "coordinates": [[-0.98, -0.54, 0.57], [10.60, 7.13, 0.34], [10.17, 6.14, 0.23], [5.20, -6.48, 5.01], [-1.60, -1.37, -9.15], [-10.87, -2.43, -1.82], [2.64, -7.08, -0.33], [7.87, 4.17, 0.48], [-13.46, 0.40, 6.28], [-12.47, -1.17, -0.54], [-11.88, 1.35, -1.21], [-10.28, -2.15, 7.03], [2.19, 10.69, -2.75], [-12.54, 1.85, 0.34], [7.22, 6.43, -2.18], [-2.17, 10.02, -4.25], [5.99, 1.79, -6.39], [-4.04, 4.38, 1.94], [-1.62, 3.05, 3.67], [0.33, -4.79, 9.45], [-12.17, -0.35, 0.11], [-8.40, -0.93, 0.46], [4.57, -3.62, -3.22], [3.17, 10.29, -2.47], [7.29, -6.69, 6.65], [-1.10, -0.29, -7.82], [9.55, 5.98, 1.12], [7.65, 1.16, -5.09], [10.35, 1.37, -5.66], [9.47, 6.10, -0.99], [-1.19, 8.62, -2.67], [-4.35, 3.69, 3.11], [5.38, -4.17, -1.86], [-0.20, -0.41, -9.50], [4.76, -6.97, 4.14], [-3.98, 3.04, 5.46], [-3.46, 8.94, -3.58], [1.13, -6.46, -3.49], [-2.22, -0.56, 2.02], [-2.84, -1.45, 2.02], [6.14, 2.87, -6.36], [-1.24, 2.45, -1.73], [4.33, -2.71, -1.78], [2.11, 11.06, -3.77], [-1.65, 4.70, 3.28], [-0.83, -6.10, 5.28], [11.15, 4.15, -0.19], [9.33, -0.89, -6.56], [-11.32, 0.30, 5.64], [10.31, 0.18, -9.15], [0.91, -2.88, -9.21], [-5.24, 4.61, 0.04], [-2.63, 9.62, -3.35], [-2.87, 10.38, -2.62], [-0.95, -8.11, 6.00], [0.35, 2.15, -2.50], [0.58, -5.96, -1.80], [-10.81, -0.34, 0.63], [4.98, -5.04, 4.68], [1.33, -3.06, -11.94], [-12.60, 1.88, 6.30], [-1.77, -0.43, 3.00], [-0.72, 0.89, -2.27], [-0.75, -0.87, -8.68], [-3.89, 5.55, 4.87], [-3.05, 4.10, 1.58], [4.14, -4.96, 3.98], [-0.80, -2.91, -10.46], [7.46, 7.01, 0.25], [-1.43, -8.57, 5.14], [11.98, 5.50, -0.70], [0.51, -3.73, 9.59], [-10.20, -2.48, -0.97], [-12.83, -0.57, 0.95], [-9.51, -0.91, 7.21], [-5.15, 3.98, 0.92], [-0.47, -4.33, -9.75], [-5.21, 2.89, 0.81], [1.69, -4.55, -11.12], [6.34, -6.45, 7.70], [3.41, -5.89, -2.41], [-0.23, -5.25, 10.26], [0.39, 2.58, 0.09], [11.96, 5.27, 0.98], [3.07, -8.44, -2.39], [1.40, -1.75, -7.14], [1.26, 9.43, -2.67], [-0.37, 1.79, -1.76], [1.15, 1.07, -0.39], [-0.63, -6.28, 7.44], [-8.86, -0.63, 8.50], [0.20, 1.62, -0.38], [-0.15, -3.84, 6.93], [-7.96, -1.82, 5.41], [11.64, 0.51, -8.12], [6.58, -6.91, 5.15], [1.82, 11.32, -1.94], [-0.09, 9.82, -2.68], [-0.77, -4.69, 7.95], [1.55, 8.77, -3.48], [-9.28, -2.96, -1.29], [0.88, -3.86, -11.36], [4.90, -4.44, 5.59], [-12.70, 0.96, 5.73], [-13.51, 0.94, -0.93], [-3.65, 4.15, 4.54], [6.40, 4.35, -0.61], [7.28, 1.04, -6.11], [2.39, -4.12, -2.00], [3.28, -4.70, -1.73], [-2.29, -6.37, 6.25], [-11.43, -0.74, 5.32], [-8.26, -0.83, 5.75], [5.70, -4.56, 4.01], [0.20, -2.25, -7.84], [-0.74, -3.16, -7.21], [-10.61, -2.96, -0.08], [-1.23, 4.22, 5.00], [6.88, 0.03, -6.15], [-2.16, -4.44, 8.41], [1.23, -5.36, 9.20], [-10.60, 0.32, 6.87], [4.42, -3.74, -2.15], [7.48, 4.43, -0.51], [8.67, -4.79, 7.17], [11.32, 5.18, 0.10], [10.60, 0.79, -8.30], [-2.98, 0.18, 1.77], [-3.96, 5.44, 2.19], [5.21, 1.50, -5.68], [8.13, -5.07, 6.27], [-12.56, 1.06, -0.41], [8.38, -7.68, 6.82], [0.30, -7.61, -2.30], [-6.06, 4.20, 1.47], [-9.68, 0.04, -1.51], [9.69, 0.54, -6.68], [-7.37, -0.30, 6.09], [-1.71, -0.98, -0.64], [8.26, 1.36, -7.03], [-1.28, -8.68, 6.86], [0.30, -1.23, 0.93], [-1.22, -6.59, 6.17], [-8.66, -0.26, 4.91], [-0.77, 1.10, 0.46], [-13.14, 1.14, 4.75], [-10.75, 0.80, 4.85], [7.84, 6.20, -0.88], [0.95, -6.75, -2.45], [7.46, -4.22, 6.13], [10.72, 1.86, -8.45], [-9.62, -0.80, -0.36], [-0.75, 7.62, -3.67], [5.59, 1.47, -7.35], [0.08, -3.46, -10.12], [0.22, -4.39, -12.05], [-1.50, 8.20, -1.30], [8.65, -5.34, 5.35], [4.60, -6.74, 5.88], [1.58, 8.90, -1.77], [0.12, -8.22, 5.89], [-1.83, 4.02, 4.11], [2.65, -7.22, -1.78], [8.01, 3.82, -1.24], [3.16, -4.83, -0.65]]}


7.
{"formula": "C6H9BN2O", "method": "ωB97M-V/def2-TZVPD", "orbital_gap_ev": 10.6583, "smiles": "C#CCCCB(N)OC#N", "e_lumo_ev": 0.38, "homo_energy_ha": -0.378, "species": ["C", "C", "H", "H", "O", "H", "B", "C", "H", "C", "N", "H", "H", "H", "N", "H", "C", "C", "H"], "coordinates": [[-2.27, -1.17, -2.34], [2.54, 1.74, 1.68], [0.37, 2.90, -0.24], [-0.26, 0.40, -1.01], [1.48, 1.07, 1.95], [-1.40, -0.80, 0.86], [0.57, 1.22, 0.80], [-0.43, -1.15, 0.53], [0.23, 3.15, 1.34], [-1.66, -1.80, -1.53], [-0.04, 2.50, 0.61], [0.24, -2.50, -1.01], [-2.72, -0.56, -3.09], [-1.12, -3.15, -0.04], [3.47, 2.35, 1.37], [0.15, -1.57, 1.35], [0.31, 0.01, -0.16], [-0.71, -2.26, -0.52], [1.26, -0.38, -0.54]]}


8.
{"formula": "C10H17NW", "method": "ωB97M-V/def2-TZVPD", "spin_multiplicity": 3, "charge": 2, "orbital_gap_ev": [5.6562, 6.5487], "e_lumo_ev": [-10.58, -9.94], "homo_energy_ha": [-0.597, -0.606], "species": ["H", "W", "C", "C", "H", "H", "H", "H", "C", "H", "C", "H", "H", "C", "H", "H", "H", "H", "H", "C", "C", "C", "H", "H", "H", "H", "C", "N", "C"], "coordinates": [[4.04, -0.37, -1.10], [1.14, 0.90, -0.19], [-0.71, 0.02, -2.48], [-1.15, -0.70, 1.24], [-0.80, -1.65, 1.67], [4.90, 1.19, -0.89], [1.54, 0.64, 2.64], [-1.31, 0.86, 3.18], [-0.94, 1.39, 2.27], [3.85, 0.88, -2.29], [-0.52, -0.05, -1.10], [-1.84, -0.91, -4.07], [-2.86, -2.22, -0.04], [0.84, -0.14, 2.35], [1.35, -0.95, 1.84], [-0.30, 2.23, 2.58], [-0.12, 0.76, -3.03], [-3.14, -2.41, -2.56], [3.03, 1.14, -0.66], [-1.33, -0.80, -0.22], [-1.65, -0.86, -3.02], [3.94, 0.72, -1.21], [0.31, -0.49, 3.25], [0.46, 2.47, -0.16], [-1.77, 1.78, 1.67], [-2.09, -0.48, 1.78], [-2.28, -1.66, -0.79], [-0.19, 0.41, 1.50], [-2.40, -1.71, -2.16]]}


9.
{"formula": "C23H17N3O3", "method": "ωB97M-V/def2-TZVPD", "orbital_gap_ev": 8.1430, "smiles": "N#Cc1ccc(/C=C/C(=O)N(Cc2ccccc2[N+](=O)[O-])c2ccccc2)cc1", "e_lumo_ev": -0.96, "e_above_lowest_ev": 4.459, "homo_energy_ha": -0.335, "species": ["C", "H", "H", "C", "N", "H", "C", "H", "C", "C", "H", "C", "H", "C", "O", "C", "C", "C", "O", "C", "H", "H", "H", "N", "C", "H", "H", "H", "C", "C", "H", "H", "H", "H", "N", "C", "C", "O", "C", "H", "C", "C", "C", "C", "C", "C"], "coordinates": [[-0.40, 3.22, -1.98], [-0.06, 1.44, 1.47], [4.07, -1.30, 3.84], [3.80, 0.83, 4.12], [1.42, 0.36, -0.35], [3.35, 2.94, 4.09], [3.17, 2.12, 2.11], [-1.43, 3.47, 1.26], [3.45, 2.03, 3.49], [3.61, -0.29, 2.02], [-0.54, 3.65, -2.96], [-0.91, 3.09, 0.37], [-4.15, -5.48, -2.61], [-2.42, -2.87, -1.21], [2.22, 4.19, 2.13], [-2.68, -4.14, -1.73], [-5.00, -3.55, -2.04], [-4.73, -2.27, -1.52], [1.75, -1.84, -0.43], [0.39, 2.05, -1.82], [-1.19, -0.39, -0.66], [3.66, -1.25, 1.49], [-5.60, -1.59, -1.34], [2.91, 3.39, 1.55], [-0.10, 1.98, 0.53], [0.87, 1.68, -2.72], [3.45, -0.16, -0.56], [-3.19, -0.97, -0.65], [0.93, -0.94, -0.45], [-3.96, -4.51, -2.15], [-0.36, -3.39, -0.88], [3.10, 1.63, -0.68], [-1.87, -4.88, -1.78], [3.97, 0.79, 5.19], [-7.47, -4.21, -2.64], [2.85, 0.69, -0.13], [-3.46, -1.91, -1.08], [3.46, 3.63, 0.47], [-1.04, 3.73, -0.87], [-1.64, 4.60, -1.04], [-6.34, -3.88, -2.48], [0.57, 1.45, -0.56], [3.86, -0.33, 3.37], [3.26, 0.88, 1.35], [-0.51, -1.23, -0.64], [-1.04, -2.52, -0.89]]}